1.
Molecular formula: C5H8Cl4NO
Method: DFT, the ωB97M-V functional and the def2-TZVPD basis

Computed properties:
2S+1: 1
Energy relative to the best compared isomer or geometry (same formula, charge and spin), eV: 0.418
F_max, eV/Å: 4.62
Charge: +1
HOMO level, eV: -13.841
Kohn-Sham gap, eV: 9.4

Cartesian coordinates (Å):
N 0.534 0.066 -0.103
C -0.872 0.330 -0.825
H 1.710 -0.950 -1.627
H 2.362 0.926 -0.097
H 0.490 -2.024 -0.779
C -2.584 -0.299 0.059
C 1.150 -1.144 -0.679
H 0.095 0.854 1.741
C 0.486 -0.154 1.400
O -1.109 1.086 -1.706
H 1.463 -0.347 1.915
Cl 0.636 2.828 0.206
Cl -2.200 -2.005 0.281
H 1.879 -1.346 0.069
Cl -3.715 0.115 -1.195
C 1.348 1.258 -0.402
H 1.247 1.285 -1.544
H -0.271 -0.977 1.688
Cl -2.647 0.496 1.598

***

2.
Molecular formula: C8H18OSi
Method: DFT, the ωB97M-V functional and the def2-TZVPD basis

Computed properties:
2S+1: 1
Energy relative to the best compared isomer or geometry (same formula, charge and spin), eV: 3.243
F_max, eV/Å: 5.93
HOMO level, eV: -7.082
Kohn-Sham gap, eV: 7.6

Cartesian coordinates (Å):
Si -0.175 -0.285 -0.544
H -2.517 -1.009 -0.173
C 2.588 -0.872 0.035
H -2.636 1.981 -0.616
H 1.413 -2.652 1.742
O -0.051 -1.071 -2.051
C 1.148 -0.886 0.646
H 2.373 3.654 -1.451
C -2.737 0.904 -0.811
H 0.682 -2.933 0.233
H 3.274 -1.381 0.767
H -1.470 0.988 1.847
H -3.025 0.302 2.017
C -2.061 0.104 1.526
H -3.812 0.626 -0.748
H 2.714 -1.535 -0.881
C -1.938 -0.091 0.021
H 1.766 1.982 -2.161
C 0.641 -2.294 1.076
H -2.425 0.768 -1.907
C 0.819 2.543 -0.563
H 1.158 -0.269 1.586
H 3.043 0.093 -0.204
H -0.282 -2.069 1.605
H 0.728 -1.621 -1.980
H -1.505 -0.750 2.009
H 0.549 3.008 0.386
C 1.738 2.763 -1.407

***

Question: Among the records above, which one has the highest HOMO level?
Answer: C8H18OSi

***

Copy entry 1 word for word.
Molecular formula: C5H8Cl4NO
Method: DFT, the ωB97M-V functional and the def2-TZVPD basis

Computed properties:
2S+1: 1
Energy relative to the best compared isomer or geometry (same formula, charge and spin), eV: 0.418
F_max, eV/Å: 4.62
Charge: +1
HOMO level, eV: -13.841
Kohn-Sham gap, eV: 9.4

Cartesian coordinates (Å):
N 0.534 0.066 -0.103
C -0.872 0.330 -0.825
H 1.710 -0.950 -1.627
H 2.362 0.926 -0.097
H 0.490 -2.024 -0.779
C -2.584 -0.299 0.059
C 1.150 -1.144 -0.679
H 0.095 0.854 1.741
C 0.486 -0.154 1.400
O -1.109 1.086 -1.706
H 1.463 -0.347 1.915
Cl 0.636 2.828 0.206
Cl -2.200 -2.005 0.281
H 1.879 -1.346 0.069
Cl -3.715 0.115 -1.195
C 1.348 1.258 -0.402
H 1.247 1.285 -1.544
H -0.271 -0.977 1.688
Cl -2.647 0.496 1.598